The following is a DFT calculation (ωB97M-V/def2-TZVPD) of the ion HN2O5S2 with charge -1 at a distorted geometry.

Last column: Löwdin charge in e.
Element x y z (Å)
O (1.79254, 0.91292, 1.24915)  -0.28
S (0.86998, 0.69617, 0.19941)  0.43
O (1.30360, 1.06057, -1.04661)  -0.24
O (-0.39800, 1.47974, 0.77697)  -0.16
N (0.23440, -0.80462, 0.48550)  -0.52
S (0.92674, -2.08932, -0.46345)  0.51
N (-0.84243, -0.96883, -0.29387)  -0.77
O (-1.68864, -1.71821, 0.10003)  -0.02
O (-1.01484, -0.24029, -1.24587)  -0.05
H (-1.18334, 1.67186, 0.23875)  0.10

Forces on atoms 1 to 2 (eV/Å):
0.8149 -0.3696 0.9375
-0.3882 0.8103 4.6701

Summary:
Structure (SMILES) ... O=S(=O)(O)N1S[N+]1([O-])[O-]
Total charge ... -1
LUMO level ... 0.124 hartree
Energy above the lowest of the compared OMol25 structures with the same formula, charge and spin ... 1.337 eV
E_HOMO ... -0.145 Eh
E ... -34899.975 eV
Strongest force on any atom ... 4.76 eV/Å
Kohn-Sham gap ... 0.2697 hartree